Record 1
Computed, not measured: a 7-piece molecular cluster, C35H52BN10O4 overall, with ωB97M-V/def2-TZVPD.

XYZ file:
```
102
Properties=species:S:1:pos:R:3:forces:R:3
C -0.884 -6.972 -3.738 -0.130 0.029 -0.228
C -0.108 -6.087 -3.957 0.101 -0.246 0.166
C 0.895 -5.050 -4.142 -0.122 0.278 -0.036
C 0.308 -3.645 -3.925 0.312 -0.137 0.025
C 1.399 -2.611 -3.622 -0.003 -0.058 0.023
N 1.440 -2.276 -2.176 0.262 -0.110 0.108
B 2.525 -2.978 -1.343 -0.061 0.127 -0.042
O 2.205 -4.033 -0.565 0.180 -0.282 -0.384
O 3.797 -2.564 -1.451 -0.177 0.277 0.265
C 0.591 -1.443 -1.653 0.090 0.083 -0.280
N -0.302 -0.766 -2.495 0.231 0.468 0.612
N 0.159 0.492 -3.001 0.179 -0.126 -0.360
N 0.611 -1.188 -0.295 -0.939 -0.054 -0.284
C -0.093 -2.139 0.625 0.445 -0.134 0.217
C -1.498 -2.460 0.185 0.005 -0.052 0.117
O -2.210 -1.233 0.286 -0.075 0.063 -0.166
C -3.222 -1.043 -0.638 -0.081 0.033 -0.015
O -3.113 -0.133 -1.406 0.094 0.060 -0.021
C -4.370 -1.995 -0.564 -0.289 -0.180 -0.324
C -5.275 -1.946 -1.797 0.117 -0.042 0.053
H -1.586 -7.766 -3.656 -0.023 -0.028 0.114
H 1.709 -5.212 -3.428 0.077 -0.107 -0.017
H 1.320 -5.132 -5.143 0.098 0.021 -0.028
H -0.365 -3.702 -3.071 -0.222 0.161 -0.058
H -0.262 -3.332 -4.795 -0.145 -0.047 -0.002
H 2.384 -3.014 -3.855 0.058 -0.023 -0.060
H 1.293 -1.703 -4.204 -0.117 0.059 0.013
H 1.518 -4.616 -0.908 -0.146 0.082 0.234
H 3.912 -1.663 -1.773 0.163 -0.109 -0.117
H -1.168 -0.554 -1.998 -0.105 0.016 -0.114
H 0.591 1.076 -2.293 -0.026 -0.019 0.029
H 0.787 0.368 -3.783 -0.080 -0.046 -0.059
H 0.127 -0.298 -0.190 -0.003 -0.044 0.273
H -0.142 -1.617 1.577 0.018 -0.034 0.107
H 0.480 -3.046 0.785 0.208 0.010 -0.172
H -1.909 -3.242 0.826 -0.103 0.066 0.120
H -1.533 -2.833 -0.845 0.087 -0.040 -0.048
H -4.930 -1.756 0.342 0.026 -0.016 0.121
H -4.004 -3.014 -0.429 0.195 0.036 0.163
H -5.689 -2.931 -1.987 -0.189 -0.011 0.074
H -4.709 -1.652 -2.678 0.024 0.077 -0.056
H -6.091 -1.244 -1.662 -0.054 0.060 -0.055
N 2.175 2.467 -0.265 -0.065 0.068 -0.144
C 1.904 3.049 0.946 -0.101 -0.112 0.065
C 2.271 4.364 0.871 -0.041 -0.065 -0.031
C 2.784 4.589 -0.436 -0.009 0.058 0.005
C 2.712 3.405 -1.113 -0.020 -0.044 0.021
H 2.009 1.508 -0.500 0.146 -0.058 0.143
H 1.480 2.476 1.755 0.084 -0.029 0.027
H 2.189 5.087 1.665 0.018 0.015 -0.004
H 3.168 5.515 -0.827 0.005 0.005 0.006
H 3.000 3.151 -2.119 0.021 0.010 -0.001
N 3.039 -5.002 -8.247 -0.047 -0.015 0.032
C 2.108 -3.997 -8.203 0.024 -0.030 0.082
C 1.230 -4.192 -9.235 -0.035 -0.007 0.029
C 1.646 -5.360 -9.928 -0.007 0.002 -0.010
C 2.763 -5.835 -9.296 0.007 0.004 0.023
H 3.812 -5.110 -7.617 0.031 0.016 -0.038
H 2.152 -3.227 -7.451 0.041 0.035 -0.033
H 0.386 -3.566 -9.472 -0.001 0.003 -0.007
H 1.180 -5.797 -10.795 -0.002 0.001 -0.004
H 3.383 -6.690 -9.505 0.001 -0.002 -0.011
N -0.425 4.118 3.503 0.091 -0.022 0.011
C -0.385 5.308 4.179 0.015 -0.028 -0.021
C -1.042 5.135 5.369 0.055 -0.018 0.048
C -1.490 3.785 5.415 0.023 -0.003 0.032
C -1.092 3.185 4.251 0.026 0.012 -0.025
H -0.027 3.956 2.596 -0.048 0.079 -0.063
H 0.098 6.174 3.759 -0.026 0.019 -0.001
H -1.190 5.892 6.120 -0.005 0.011 -0.006
H -2.045 3.315 6.209 -0.005 0.003 0.003
H -1.232 2.179 3.892 -0.024 -0.001 0.000
N 3.764 6.117 3.933 -0.009 0.000 -0.031
C 4.737 6.322 4.871 0.024 -0.048 -0.004
C 5.476 7.405 4.478 -0.015 0.017 -0.028
C 4.923 7.876 3.255 0.022 -0.027 0.036
C 3.870 7.059 2.944 -0.042 -0.019 0.005
H 3.078 5.386 3.973 -0.018 0.021 0.044
H 4.813 5.680 5.732 0.001 0.061 0.050
H 6.316 7.819 5.010 0.003 0.003 0.001
H 5.261 8.717 2.673 -0.002 0.007 0.001
H 3.186 7.077 2.113 0.013 0.042 -0.016
N 1.844 4.506 7.500 -0.015 -0.005 -0.037
C 1.448 5.357 8.495 -0.018 -0.006 -0.025
C 2.534 5.617 9.286 0.009 0.010 0.003
C 3.632 4.895 8.746 0.017 0.007 -0.004
C 3.174 4.221 7.646 -0.035 -0.040 -0.060
H 1.240 4.153 6.778 -0.023 0.039 -0.001
H 0.431 5.704 8.555 -0.002 0.003 0.009
H 2.542 6.255 10.154 0.003 0.002 0.003
H 4.642 4.876 9.122 0.002 -0.002 0.004
H 3.682 3.565 6.959 0.001 -0.030 0.024
N -7.568 -4.919 -0.479 0.005 0.046 -0.015
C -7.105 -4.198 0.589 0.072 -0.018 -0.043
C -8.120 -3.387 1.021 0.023 0.046 -0.027
C -9.240 -3.628 0.180 -0.004 0.013 0.000
C -8.870 -4.578 -0.732 0.029 0.008 -0.019
H -7.041 -5.597 -0.997 -0.027 -0.043 0.033
H -6.100 -4.327 0.954 -0.016 -0.043 0.040
H -8.070 -2.701 1.850 -0.011 -0.011 0.015
H -10.208 -3.161 0.244 -0.004 -0.002 0.005
H -9.420 -5.040 -1.533 -0.010 0.002 0.000
```
Positions in Å, forces in eV/Å.

As for the net charge: +1. The multiplicity is 1. Its orbital gap is 5.4 eV.

Atomic partial charges in e from the Mulliken method, atoms 1 to 4:
1 C 0.183
2 C -0.902
3 C -0.229
4 C -0.324

---

Record 2
Computed, not measured: C31H28CdN5O10 as an isolated structure, with ωB97M-V/def2-TZVPD.

XYZ file:
```
75
Properties=species:S:1:pos:R:3:forces:R:3
Cd 0.312 -1.306 0.435 -0.298 -0.038 -0.151
C -0.971 -5.605 0.255 0.006 0.007 -0.012
C -0.783 -4.169 -0.219 -0.078 0.006 0.019
O -0.685 -3.305 0.707 0.179 -0.044 -0.037
C -0.777 -3.953 -1.591 0.022 0.066 -0.033
C -0.732 -2.700 -2.280 -0.025 -0.043 -0.012
C -0.882 -2.730 -3.782 -0.014 0.009 0.003
N -0.572 -1.566 -1.667 0.094 -0.065 -0.009
N -0.574 -0.430 -2.474 0.057 0.015 0.166
C -0.356 0.646 -1.770 -0.017 0.034 -0.288
O -0.122 0.748 -0.509 -0.133 0.004 0.119
C -0.405 1.924 -2.555 -0.037 -0.021 0.050
C 0.148 2.014 -3.829 -0.015 -0.008 -0.032
C 0.099 3.209 -4.535 0.007 -0.010 0.005
C -0.512 4.325 -3.978 -0.005 0.005 0.017
C -1.069 4.240 -2.707 0.016 0.011 -0.020
C -1.007 3.049 -1.997 0.013 0.021 -0.003
H -0.659 -5.679 1.296 0.015 -0.004 -0.003
H -0.403 -6.309 -0.355 -0.017 0.001 -0.015
H -2.026 -5.882 0.190 -0.003 0.006 0.025
H -0.880 -4.832 -2.215 -0.002 -0.001 0.002
H -1.088 -3.741 -4.128 0.006 0.000 0.002
H 0.030 -2.361 -4.257 -0.001 0.006 0.003
H -1.680 -2.058 -4.093 -0.006 -0.010 -0.005
H 0.611 1.134 -4.254 -0.012 -0.003 0.003
H 0.539 3.270 -5.523 0.000 0.001 0.001
H -0.554 5.257 -4.530 0.001 -0.001 -0.001
H -1.550 5.105 -2.267 -0.001 -0.005 0.001
H -1.421 2.979 -1.001 -0.007 -0.017 0.031
O 1.510 3.203 -0.324 -0.023 0.211 -0.015
C 2.034 2.006 -0.043 0.017 0.000 0.145
O 2.708 1.387 -0.822 0.097 -0.208 -0.174
C 1.870 1.658 1.410 0.015 0.075 0.039
C 1.957 2.684 2.342 -0.051 -0.022 0.041
C 1.946 2.355 3.686 0.004 0.014 -0.008
C 1.843 1.025 4.044 -0.008 -0.019 0.001
C 1.749 0.067 3.041 -0.113 0.060 0.077
N 1.756 0.377 1.746 0.286 -0.086 0.037
C 1.662 -1.405 3.421 -0.007 0.063 -0.171
O 0.953 -1.671 4.491 -0.094 0.019 -0.001
O 2.284 -2.220 2.782 0.036 -0.028 0.084
H 1.614 3.347 -1.278 -0.040 -0.039 0.008
H 2.028 3.708 2.009 0.002 -0.005 -0.009
H 2.009 3.128 4.441 -0.002 -0.005 0.007
H 1.809 0.712 5.077 0.000 0.010 0.003
H 0.126 -1.019 4.537 0.117 -0.026 0.081
O -1.008 -0.095 4.453 -0.002 -0.014 -0.061
C -1.373 -0.042 3.242 -0.022 -0.136 0.124
O -0.876 -0.729 2.325 0.000 0.128 -0.039
C -2.487 0.914 2.903 0.030 0.039 -0.035
C -3.271 1.450 3.915 0.051 -0.013 -0.019
C -4.313 2.339 3.639 -0.015 0.012 -0.004
C -4.507 2.664 2.319 0.012 0.003 0.031
O -5.455 3.502 1.782 -0.023 -0.017 -0.010
C -5.169 3.562 0.384 0.007 0.018 0.008
O -4.142 2.628 0.096 -0.002 -0.020 -0.014
C -3.720 2.137 1.314 0.017 0.010 -0.043
C -2.703 1.254 1.560 -0.025 -0.002 0.004
H -3.050 1.160 4.933 -0.011 0.006 0.001
H -4.937 2.753 4.419 0.001 0.003 -0.001
H -4.830 4.573 0.129 0.013 -0.004 0.009
H -6.068 3.302 -0.178 0.002 0.002 -0.003
H -2.076 0.848 0.774 0.009 -0.005 0.005
C 5.384 -2.282 -2.090 0.010 0.018 -0.002
N 4.183 -2.602 -1.355 0.000 -0.004 0.001
C 3.764 -3.857 -0.966 0.000 0.003 0.010
C 2.581 -3.673 -0.319 0.025 -0.011 0.009
N 2.276 -2.338 -0.308 -0.064 0.078 0.068
C 3.249 -1.723 -0.933 -0.008 -0.035 -0.020
H 6.266 -2.641 -1.560 -0.001 -0.001 0.002
H 5.452 -1.201 -2.191 -0.004 0.000 -0.001
H 5.359 -2.727 -3.086 -0.001 -0.004 0.001
H 4.340 -4.740 -1.181 -0.003 -0.003 0.001
H 1.935 -4.397 0.145 0.000 0.004 0.007
H 3.308 -0.657 -1.090 0.029 0.015 -0.001
```
Positions in Å, forces in eV/Å.

As for the net charge: -1. Its energy above the lowest of the compared OMol25 structures with the same formula, charge and spin is 0.0 kJ/mol. The multiplicity is 1. Its orbital gap is 6.3 eV.

Atomic partial charges in e from the Mulliken method, atoms 1 to 4:
1 Cd 3.663
2 C -1.699
3 C 0.684
4 O -0.609

---

Record 3
Computed, not measured: C5H5N2O as an isolated structure in a non-equilibrium geometry, with ωB97M-V/def2-TZVPD.

XYZ file:
```
13
Properties=species:S:1:pos:R:3:forces:R:3
C -0.910 1.005 -1.275 2.105 -2.874 -0.390
C -0.587 0.976 0.104 0.013 -0.300 2.239
C -0.419 -0.101 -1.991 -1.137 2.207 -0.478
C -0.150 -0.252 -0.045 0.081 -1.134 2.191
C 1.273 -0.640 3.065 0.204 -0.772 3.371
N 0.141 -0.950 -1.103 2.065 -3.020 -0.209
N 1.066 -0.782 4.217 -0.210 0.104 0.490
O 1.482 -0.560 1.932 -0.225 0.426 -3.333
H -1.291 1.849 -1.633 -2.190 3.098 -1.775
H -0.888 1.509 1.032 0.501 -0.016 -1.328
H -0.563 -0.329 -3.020 -0.117 -0.328 -0.443
H 0.545 -1.942 -1.268 -0.949 2.425 0.661
H 1.323 -0.920 5.193 -0.141 0.184 -0.998
```
Positions in Å, forces in eV/Å.

As for the net charge: +1. Its energy above the lowest of the compared OMol25 structures with the same formula, charge and spin is 356.2 kJ/mol. The multiplicity is 1. Its orbital gap (spin up / spin down) is 7.7 / 7.7 eV.

Atomic partial charges in e from the Mulliken method, atoms 1 to 4:
1 C -0.283
2 C -0.104
3 C -0.735
4 C 0.426